{"formula": "CH6S2", "method": "ωB97M-V/def2-TZVPD", "homo_ev": -9.06, "total_charge": 0, "de_lowest_kcal_mol": 16.5, "e_tot_ev": -22803.9160, "fmax_ev_per_a": 4.56, "elements": ["C", "H", "H", "H", "H", "S", "S", "H", "H"], "positions_angstrom": [[2.988, -2.331, 0.425], [2.409, -2.023, 1.237], [3.721, -3.150, 0.611], [2.170, -2.849, -0.178], [3.535, -1.619, -0.318], [0.013, 1.094, -0.625], [-1.756, 0.346, 0.433], [0.638, -0.060, -0.218], [-2.506, 0.646, -0.611]], "forces_ev_per_angstrom": [[0.770, -1.769, -4.127], [0.048, 1.224, 1.584], [-0.600, 0.716, 0.453], [1.094, 0.539, 0.228], [-1.331, -0.695, 1.862], [-0.697, -1.522, 1.378], [1.261, 0.785, -0.478], [0.019, 0.802, -0.569], [-0.563, -0.078, -0.330]]}

{"formula": "C19H68BrNO14SSi", "method": "ωB97M-V/def2-TZVPD", "homo_ev": -8.99, "total_charge": 0, "e_tot_ev": -139710.9943, "fmax_ev_per_a": 1.68, "elements": ["C", "C", "Br", "C", "Si", "S", "C", "C", "O", "C", "N", "H", "H", "H", "H", "H", "H", "H", "H", "H", "H", "H", "H", "H", "H", "H", "H", "C", "O", "H", "H", "H", "H", "C", "O", "H", "H", "H", "H", "C", "O", "H", "H", "H", "H", "C", "O", "H", "H", "H", "H", "C", "O", "H", "H", "H", "H", "C", "O", "H", "H", "H", "H", "C", "O", "H", "H", "H", "H", "C", "O", "H", "H", "H", "H", "C", "O", "H", "H", "H", "H", "C", "O", "H", "H", "H", "H", "C", "O", "H", "H", "H", "H", "C", "O", "H", "H", "H", "H", "C", "O", "H", "H", "H", "H"], "positions_angstrom": [[-0.710, -3.371, 3.596], [-0.888, -2.108, 2.723], [0.507, -0.834, 3.259], [-0.770, -2.531, 1.240], [-0.995, -1.128, -0.023], [-2.655, 0.061, 0.725], [0.451, 0.066, -0.219], [1.819, -0.480, -0.738], [2.727, -0.607, 0.355], [1.772, -1.721, -1.652], [1.814, -3.029, -0.987], [-1.523, -4.077, 3.372], [-0.719, -3.145, 4.666], [0.217, -3.875, 3.295], [-1.880, -1.689, 2.905], [0.155, -3.107, 1.129], [-1.604, -3.235, 1.080], [-1.429, -1.623, -1.348], [-3.688, -0.095, -0.137], [0.129, 0.859, -0.912], [0.628, 0.580, 0.735], [2.252, 0.320, -1.355], [2.321, -1.120, 1.064], [0.941, -1.688, -2.365], [2.670, -1.666, -2.287], [2.141, -2.978, -0.029], [0.903, -3.469, -0.965], [-5.109, 3.035, -1.016], [-5.254, 1.645, -1.324], [-4.473, 3.128, -0.141], [-4.642, 3.562, -1.849], [-6.084, 3.480, -0.799], [-5.815, 1.574, -2.100], [4.871, 2.801, -1.289], [3.759, 1.999, -1.673], [5.035, 3.544, -2.066], [4.668, 3.311, -0.344], [5.769, 2.187, -1.186], [3.629, 1.347, -0.976], [5.133, -5.383, -1.564], [4.630, -4.412, -0.654], [5.933, -5.932, -1.074], [4.339, -6.081, -1.847], [5.531, -4.894, -2.457], [3.921, -3.934, -1.103], [0.560, -0.734, -5.792], [1.457, -1.443, -4.937], [-0.455, -1.033, -5.543], [0.662, 0.343, -5.640], [0.756, -0.974, -6.838], [2.349, -1.169, -5.165], [-1.391, -0.371, 7.032], [-0.889, 0.858, 6.515], [-1.862, -0.173, 7.992], [-2.135, -0.793, 6.350], [-0.580, -1.086, 7.174], [-0.478, 0.656, 5.671], [-3.656, 6.969, -0.856], [-3.768, 5.701, -0.230], [-3.370, 6.822, -1.892], [-4.615, 7.493, -0.821], [-2.891, 7.567, -0.350], [-4.016, 5.861, 0.687], [-4.053, 5.620, -4.762], [-4.564, 6.621, -3.887], [-3.284, 5.067, -4.227], [-4.846, 4.929, -5.061], [-3.610, 6.076, -5.652], [-5.243, 7.105, -4.365], [7.226, -8.179, 0.369], [7.750, -7.924, -0.934], [6.144, -8.121, 0.325], [7.517, -9.180, 0.697], [7.601, -7.433, 1.075], [8.706, -7.981, -0.872], [-0.575, 2.309, -8.105], [-0.740, 0.894, -8.104], [-0.361, 2.623, -7.086], [0.259, 2.599, -8.749], [-1.489, 2.803, -8.445], [-0.929, 0.625, -9.007], [3.264, -9.469, -0.516], [4.533, -9.890, -0.024], [3.064, -8.475, -0.124], [3.271, -9.427, -1.608], [2.476, -10.149, -0.182], [4.703, -10.768, -0.375], [-1.671, 5.180, 3.205], [-2.700, 5.932, 2.570], [-1.905, 4.125, 3.094], [-0.704, 5.382, 2.736], [-1.618, 5.423, 4.270], [-2.489, 6.865, 2.666], [-1.453, -3.636, 9.557], [-0.902, -3.404, 8.264], [-2.534, -3.551, 9.482], [-1.197, -4.638, 9.910], [-1.085, -2.893, 10.270], [0.053, -3.481, 8.339], [-4.056, 10.010, 1.097], [-4.170, 8.738, 1.727], [-3.770, 9.848, 0.060], [-5.012, 10.539, 1.124], [-3.289, 10.615, 1.587], [-4.424, 8.889, 2.642]], "forces_ev_per_angstrom": [[-0.095, 0.213, -0.394], [-0.245, -1.660, -0.067], [-0.232, 0.065, -0.068], [-0.143, 0.430, 0.400], [-0.354, 0.448, -0.051], [-0.138, 0.176, 0.212], [0.238, -0.178, -0.258], [-0.721, 0.587, 0.108], [0.249, -0.365, -0.308], [0.973, -0.052, -0.190], [-0.441, -0.027, 0.129], [0.056, 0.244, 0.093], [0.087, -0.075, -0.176], [-0.057, 0.151, 0.355], [0.420, 0.460, 0.055], [-0.097, 0.170, -0.120], [0.173, 0.142, -0.038], [0.126, -0.253, 0.048], [0.566, -0.161, -0.052], [-0.182, -0.295, 0.114], [-0.041, -0.086, -0.204], [-0.276, -0.357, 0.087], [-0.070, 0.146, 0.002], [0.048, 0.123, 0.277], [-0.191, 0.073, 0.147], [0.158, 0.109, -0.105], [0.079, -0.002, -0.060], [-0.112, -0.158, -0.230], [0.035, -0.109, 0.117], [0.033, -0.061, -0.043], [0.025, 0.143, 0.122], [0.067, 0.110, 0.034], [0.003, -0.033, 0.008], [-0.136, -0.196, 0.075], [0.120, 0.111, 0.006], [-0.045, -0.026, -0.019], [0.108, 0.071, -0.014], [0.071, 0.106, 0.016], [0.090, 0.030, 0.056], [-0.235, 0.273, 0.127], [0.101, -0.017, -0.023], [0.001, 0.019, -0.017], [0.118, -0.092, -0.119], [0.050, -0.172, -0.074], [-0.160, -0.045, 0.119], [0.358, -0.045, 0.050], [-0.166, -0.018, 0.028], [0.034, -0.028, 0.035], [-0.120, 0.022, -0.107], [-0.125, 0.098, -0.036], [0.021, -0.031, 0.052], [0.201, 0.149, -0.316], [-0.101, 0.012, 0.161], [0.022, 0.055, -0.014], [-0.038, -0.134, 0.114], [-0.116, -0.111, 0.068], [0.048, 0.060, -0.105], [0.071, -0.120, 0.339], [-0.191, 0.002, -0.194], [-0.039, -0.069, -0.007], [0.073, 0.159, -0.111], [-0.047, 0.129, -0.064], [0.274, -0.100, 0.096], [-0.190, 0.190, -0.001], [0.028, -0.078, -0.145], [-0.023, 0.040, 0.051], [0.092, -0.082, -0.054], [0.049, -0.118, -0.038], [-0.009, 0.028, 0.054], [0.392, 0.134, -0.083], [-0.133, 0.001, 0.009], [0.017, -0.052, -0.085], [-0.143, 0.013, 0.150], [-0.068, -0.075, 0.108], [0.005, 0.034, -0.085], [-0.053, -0.193, -0.188], [0.005, 0.099, 0.050], [-0.006, -0.062, 0.008], [-0.009, 0.124, 0.047], [0.049, 0.117, 0.037], [-0.012, -0.065, 0.025], [0.155, -0.220, -0.036], [-0.164, 0.036, 0.028], [0.062, -0.009, 0.021], [-0.113, 0.063, 0.004], [-0.090, 0.085, -0.043], [0.073, 0.012, 0.016], [-0.057, 0.228, -0.065], [-0.053, -0.028, 0.148], [-0.043, 0.027, -0.032], [0.046, -0.096, 0.059], [0.079, -0.101, 0.017], [-0.097, 0.038, -0.138], [0.248, 0.010, -0.099], [-0.095, -0.056, 0.038], [0.018, 0.011, -0.062], [-0.084, 0.017, 0.101], [-0.087, -0.042, 0.087], [0.003, 0.006, -0.064], [-0.056, -0.062, 0.232], [0.115, -0.016, 0.021], [-0.006, -0.067, 0.023], [0.047, 0.080, -0.076], [-0.012, 0.086, -0.094], [-0.063, -0.065, -0.008]]}